# 1
DFT (ωB97M-V with the def2-TZVPD basis set) results for one molecule with the formula C3H2N2O3.

Atoms and positions in Å:
C -0.30638 -0.52234 -0.08536
C 0.90001 1.23643 -0.05558
C 1.11873 -0.96323 -0.07094
H -2.17203 0.57040 0.42392
H 1.36777 2.25109 0.09637
N -1.38565 -1.19961 -0.11472
N -0.36285 0.88243 0.03033
O -2.52832 -0.39801 -0.10390
O 1.86326 0.21677 -0.17327
O 1.50547 -2.07393 0.05315

The SMILES is O=C1OC=N/C1=N\O. For the max |F|, the calculation gives 4.590 eV/A. For the highest occupied orbital energy, the calculation gives -0.375 hartree. The LUMO energy comes out at -1.06 eV. The calculation puts the energy relative to the best compared isomer or geometry (same formula, charge and spin) at 386.79 kJ/mol. The total charge is 0. The calculation puts the molar mass at 114.1 g mol⁻¹. The spin multiplicity is 1.

# 2
DFT (ωB97M-V with the def2-TZVPD basis set) results for a 7-piece molecular cluster, C19H48F9N4O13S3 overall.

Atoms and positions in Å:
C -6.32630 2.14279 -4.93872
C -4.86415 1.94489 -5.05332
C -4.50947 1.58943 -6.52349
O -4.99940 0.35233 -6.99684
C -4.51125 -0.79149 -6.26259
N -4.17012 3.23236 -4.66013
H -3.17979 3.33347 -4.83080
H -4.52896 3.99910 -5.21101
H -4.30854 3.50653 -3.69797
H -6.67181 2.15917 -3.90506
H -6.85247 1.20936 -5.13860
H -6.60730 2.96322 -5.59906
H -4.37499 1.35174 -4.28067
H -3.45375 1.68568 -6.77701
H -4.99394 2.29096 -7.20265
H -3.42235 -0.82191 -6.30088
H -4.79659 -1.67350 -6.83595
H -4.93300 -0.87124 -5.26066
C -3.46613 -0.96866 5.49004
C -4.19338 0.29263 5.74152
C -3.80341 0.87206 7.13903
O -4.64233 2.08832 7.20793
C -4.25521 2.94601 8.29795
N -3.93092 1.32966 4.71614
H -3.00581 1.32535 4.31085
H -4.57150 1.34093 3.93536
H -3.94402 2.23510 5.16348
H -2.39028 -0.88711 5.33513
H -3.71980 -1.52159 4.58560
H -3.61096 -1.66440 6.31653
H -5.25563 0.05686 5.67724
H -2.74506 1.11825 7.22502
H -4.19474 0.25564 7.94835
H -4.88883 3.81972 8.14546
H -3.19117 3.18097 8.32465
H -4.34361 2.44666 9.26280
C 5.54666 5.27419 -2.08354
C 4.94579 5.84465 -0.81764
C 5.50787 7.25354 -0.50845
O 4.72031 8.00026 0.40234
C 5.31537 9.26551 0.73354
N 3.43470 5.91072 -0.97071
H 2.87903 6.21329 -0.18345
H 3.13160 6.50104 -1.73212
H 2.87626 5.12633 -1.27567
H 6.62390 5.34729 -1.93422
H 5.33023 5.95264 -2.90874
H 5.34333 4.21704 -2.25442
H 5.10521 5.12819 -0.01181
H 5.70370 7.86643 -1.38829
H 6.49460 7.00253 -0.11929
H 4.86818 9.60934 1.66622
H 5.10348 9.94006 -0.09605
H 6.36491 9.15243 1.00511
C 5.43798 -5.97127 2.35818
C 3.94476 -6.00336 2.43895
C 3.24727 -6.77962 1.34502
O 3.68070 -8.12461 1.36396
C 3.60936 -8.73509 0.12699
N 3.45313 -6.45840 3.84313
H 4.11206 -7.08134 4.28793
H 3.40551 -5.58844 4.35400
H 2.49758 -6.78532 3.83038
H 5.85339 -5.76860 3.34532
H 5.73971 -5.22469 1.62355
H 5.96119 -6.89080 2.09591
H 3.49725 -5.01066 2.39006
H 3.56928 -6.22684 0.46250
H 2.16245 -6.87533 1.29899
H 4.19958 -8.12440 -0.55622
H 2.56717 -8.98794 -0.06793
H 4.11061 -9.70292 0.14032
C -1.08619 -1.92613 -0.95962
F -0.97561 -2.99819 -0.25381
F -0.78015 -2.20996 -2.21462
F -2.41478 -1.43713 -0.95391
S 0.07897 -0.51950 -0.42468
O -0.42211 0.68069 -1.07150
O 0.05075 -0.40705 1.01450
O 1.44855 -0.87757 -0.92463
C -8.57688 -3.35635 1.11668
F -8.73535 -3.04201 2.42827
F -7.38899 -3.76102 0.72777
F -9.59566 -4.09475 0.80750
S -9.02014 -1.54169 0.42827
O -10.22752 -1.31354 1.25089
O -7.83276 -0.78719 0.81236
O -9.22945 -1.70933 -1.01937
C 8.58692 -1.96166 -3.92847
F 8.78327 -0.78780 -3.32597
F 9.02910 -2.91053 -3.15205
F 7.29735 -2.08282 -4.07129
S 9.49163 -2.01314 -5.71115
O 10.89246 -1.57574 -5.49545
O 9.26261 -3.41859 -6.05553
O 8.67683 -1.08414 -6.57574

For the max |F|, the calculation gives 6.874 eV/A. For the highest occupied orbital energy, the calculation gives -0.286 hartree. The LUMO energy comes out at -3.34 eV. The calculation puts the energy relative to the best compared isomer or geometry (same formula, charge and spin) at 0.00 kJ/mol. The total charge is +1. The calculation puts the molar mass at 807.8 g mol⁻¹. The spin multiplicity is 1.

The evaluated DFT total energy for the records listed, in turn: -12262.9732 -110004.8235 eV.